The following is a DFT calculation (wB97M-V/def2-TZVPD) of a 5-piece molecular cluster, C28H64NO12PS2 overall.

Summary:
SMILES = CCSC[C@](N=C(C)C)(OC(=O)P(C)CC)S(C)(=O)=O.COCCOC.COCCOC.COCCOC.COCCOC
Lowest unoccupied orbital energy = 0.52 eV
2S+1 = 1

XYZ file:
```
108
C28H64NO12PS2 (wB97M-V/def2-TZVPD)
C 4.0016 -7.5299 -2.8139
O -4.9152 2.0716 0.4586
H 1.7707 -8.1240 -1.2492
C -5.0573 9.0505 0.9361
C 3.3356 1.0959 3.1231
O 2.9417 -6.4820 -4.7404
O -6.4256 4.4393 -0.4256
H -6.8383 1.7670 -0.2488
H 2.9120 -4.4383 -5.0768
H 4.6980 -5.7957 -3.8857
H -3.3564 -0.7705 -0.8517
C 1.8904 -7.1836 -1.7986
H 10.0813 -3.2777 -2.8807
H 2.9108 -4.5473 0.7481
H 5.6890 -4.3446 -2.2896
H -4.2510 -1.5483 1.9285
C 9.6357 -3.1939 -3.8708
H 1.3514 -6.3981 -1.2701
H -4.9612 3.7080 -1.6975
O 0.4282 -1.5021 2.9236
H -4.5583 4.6241 0.4944
O -1.2388 -0.6447 4.9286
C 6.4464 -2.7903 -4.4879
H 2.5149 -4.9315 -3.4113
C 6.6833 -4.3866 -2.7489
C -5.4036 5.2279 0.1578
S -1.4325 0.1360 3.7279
H 2.7099 0.5405 5.5743
C 4.1770 -6.7337 -4.0890
H 5.9961 -2.2310 -3.6615
C -5.5063 2.2412 1.7365
H -4.7200 2.5423 2.4270
H -6.6416 3.3481 -2.1217
H -6.3306 8.5129 -1.0597
H -6.2835 3.0082 1.7244
O 6.5850 -4.1591 -4.1446
H -5.9357 1.2970 2.0867
C -0.5162 -0.0904 1.1077
H -1.2734 -4.5720 3.9765
H 0.9295 0.5492 5.4678
H 3.5331 -8.4968 -3.0244
H -4.9761 8.0809 -2.1122
C 2.7493 -4.6318 1.8209
C 0.0121 -0.2172 2.5404
H -5.8453 9.8041 0.8828
H -1.8409 1.9729 5.0811
H 1.7706 -4.7081 4.4845
H -3.2186 0.1521 0.6347
O 3.2609 -6.8189 -1.8345
C -3.1254 -0.8453 0.2116
C -1.3306 1.8648 4.1266
H 7.0957 -5.3844 -2.6027
O 8.6986 -2.1329 -3.8316
H 5.7613 -2.7411 -5.3399
H 9.1635 -4.1444 -4.1277
H -0.5535 -5.0589 5.4829
H 4.7929 -7.3146 -4.7821
H 2.8946 -5.6708 2.1124
C 1.9595 0.6936 3.5583
H 8.1814 -2.6849 -5.7606
C -4.9464 12.0021 -0.6960
H 7.5748 -1.1243 -5.1869
H 0.3276 0.1067 0.4524
H 10.4274 -2.9794 -4.5968
O -5.9449 11.1866 -1.2819
H -1.1549 0.7934 1.0819
C 0.8590 -4.2453 4.0970
C -5.9372 3.4267 -1.2881
H -5.5101 1.3398 -1.3379
C 1.2840 -2.1850 2.1103
C 7.7620 -2.1619 -4.8949
H -6.1131 10.0575 -2.9586
H -4.4464 10.4474 -2.5083
C -0.3956 -5.0580 4.4016
S -1.4691 -1.5029 0.4938
H -5.1397 -1.6606 0.3837
O -4.4253 8.8553 -0.3162
H -4.5831 12.7411 -1.4184
N 1.0021 0.8132 2.7133
H 1.3535 -5.2141 -4.7221
H -4.1026 11.4140 -0.3292
H -5.8284 5.7405 1.0198
H -0.3050 2.2092 4.2198
C 1.8492 0.2319 4.9839
C 2.4118 -5.1978 -4.4654
H -4.3038 9.3820 1.6492
C -5.8512 2.0784 -0.6052
H 3.3550 1.3699 2.0746
H -5.4869 8.1088 1.2942
H 0.7770 -3.2764 4.5912
H -3.8307 -2.7997 0.7944
O -2.7231 -0.0433 3.1040
H -5.4008 12.5274 0.1427
H -5.0522 5.9773 -0.5594
H 7.3360 -3.6596 -2.2623
O 2.0571 -1.6680 1.3556
H 3.9766 0.2297 3.3130
H 4.9918 -7.7221 -2.3882
H 3.5305 -4.0438 2.3110
H 1.8303 -0.8638 5.0010
P 1.1072 -3.9924 2.2822
C -5.4269 10.1624 -2.1129
C -5.3396 8.8292 -1.4009
H 1.4607 -7.2934 -2.7958
H -1.8244 2.4233 3.3353
H 3.7305 1.8895 3.7646
H -0.3224 -6.0910 4.0656
C -4.1668 -1.7631 0.8653
```

Results of the Mulliken charge analysis, in e, for atoms 1 through 2: -0.6300, -0.1161

---

The following is a DFT calculation (wB97M-V/def2-TZVPD) of a 3-piece molecular cluster, C29H55N5O11 overall.

Summary:
Lowest unoccupied orbital energy = -0.35 eV
2S+1 = 1

XYZ file:
```
100
C29H55N5O11 (wB97M-V/def2-TZVPD)
H 0.4019 2.4387 -2.2432
C 5.0461 -1.1588 3.1513
H 1.8297 3.6044 -1.8597
H 6.2792 4.9606 -7.0003
C 2.4734 -2.6666 4.7208
C -0.3600 4.0875 -0.1637
O -7.1842 -1.1883 1.5049
H 3.5973 0.0601 -4.4055
H -2.9978 -3.2841 -0.5598
H 1.6171 3.2449 0.6469
H 2.6637 0.7645 1.5476
C -7.2557 -0.0693 1.9931
H -0.2834 -3.8909 4.0170
C 0.2010 -2.6751 -0.1721
H 3.2369 1.4842 -3.4109
O -1.2113 0.4413 -3.3218
H 6.0628 -3.1354 3.6711
H 1.2599 -0.3679 6.8387
O 4.1794 3.7393 -4.1554
O 3.9662 3.7658 -6.4443
H 4.3521 -2.6661 1.5240
C 3.8291 -3.4284 4.1654
N 2.2945 0.6079 -0.6898
H 1.7539 0.2210 5.0286
C -2.7422 -2.4968 -1.4184
C -10.2413 -0.6521 1.8240
C 5.6716 5.4931 -6.2609
H 4.4699 -0.3308 3.7880
H -5.6969 -0.3529 -2.2524
O -6.3286 0.5048 2.7986
H -5.5748 -1.1596 3.7729
C -0.2585 -4.0578 0.5804
O 0.9685 -0.2236 -4.1188
C 0.7271 2.8322 -0.0221
H 0.2819 1.8900 0.5106
H -4.8139 0.5637 -3.6493
C -4.6365 -0.2031 -2.7598
H 3.5853 -3.9833 3.1500
H -9.6831 -1.5615 2.0663
C -9.3834 0.3347 1.0512
H 5.8552 6.5667 -6.3561
H 3.5748 5.6801 -5.7051
C 4.0993 -1.5541 1.8696
N -0.7454 -3.7342 3.0939
H 0.0728 5.4641 1.7092
C 1.5236 -0.7096 5.7260
C 3.8982 1.0891 -4.1893
C 1.3245 2.5758 -1.5232
O 2.3641 1.5521 -1.6377
C 4.3278 -0.5928 0.5390
C -4.0691 -2.5511 -2.4346
N 0.4458 -0.8611 -1.7762
H 4.0626 -4.2928 4.9539
H 0.3218 -4.9463 0.0344
H 4.2406 -1.3114 -0.4108
H 1.7432 -2.3319 3.8431
C 0.0924 -0.1982 -3.0871
H -9.9854 1.2142 0.7974
C 5.1672 -2.4828 4.1138
H 4.9373 1.0813 -3.8464
C -1.3233 -2.7999 -2.1903
C 1.4553 -0.4908 -0.7162
H -1.2568 3.6663 -0.7913
C 3.9882 3.1753 -5.2235
H -1.1755 3.9959 2.0773
H 6.0211 5.1724 -5.2748
H -4.4870 0.2383 3.6561
H 2.9718 -1.4639 2.2515
C -5.2347 -0.3513 3.1182
C -0.7836 4.7560 1.2734
H -5.0014 -2.3958 -1.7053
C 3.2521 0.6512 0.5212
H -1.4753 -2.5000 -3.3131
H 3.8778 5.5457 -7.4365
H -1.6935 5.4952 1.0525
H -10.5662 -0.2175 2.7754
H 0.5514 -1.2572 5.3251
N 1.2661 -1.6430 0.2443
H 0.2120 4.9172 -0.8017
H 1.8711 -3.4944 5.3312
H 6.0844 -0.6759 2.8620
H -3.9253 0.2355 -1.9244
H 5.3852 -2.1415 5.2330
H -2.7046 -1.4464 -0.8524
O 3.7918 1.8447 -5.3932
H -4.2125 -3.6133 -2.9100
C 4.1982 5.1797 -6.4547
O -8.2873 0.7993 1.8483
H 1.2576 -4.5681 2.4126
H -0.9980 -3.9381 -2.1786
N -0.2328 -2.0336 -1.4731
H -4.7680 -0.7562 2.2141
H 5.4207 -0.1777 0.5873
O 2.7366 -1.5722 5.6702
O -4.1103 -1.4378 -3.3954
H -1.3970 -4.3151 0.5013
H -11.1230 -0.9368 1.2433
H 3.8921 1.6428 0.4075
H -9.0233 -0.0922 0.1084
C 0.1976 -4.1399 2.1635
```

Results of the Mulliken charge analysis, in e, for atoms 1 through 2: 0.2589, -0.3923

---

The following is a DFT calculation (wB97M-V/def2-TZVPD) of a 3-piece molecular cluster, C30H58N4O7 overall.

Summary:
SMILES = [H]/N=C\CN(CCN)C[C@H](CCO)O[C@](C/C(C)=N\[H])(Cc1ccccc1C)OCC.COCCOC.COCCOC
Lowest unoccupied orbital energy = 0.63 eV
2S+1 = 1

XYZ file:
```
99
C30H58N4O7 (wB97M-V/def2-TZVPD)
H 4.3171 -2.2295 2.1850
H 5.2331 3.5714 -0.2405
C -1.3481 3.8844 -0.4223
C -5.9449 -2.1727 -1.0630
H 3.7406 -5.9796 0.7775
C -4.8395 1.1734 -0.5111
H -5.3393 0.3564 -2.4097
H -6.5057 -2.9268 -0.5073
H 9.2915 2.5475 2.0074
C 6.6702 -4.7339 -0.0165
C -3.4318 1.4764 2.5925
H -6.5552 2.7432 -1.5206
O 8.2281 1.2178 0.8243
C 7.3032 0.6853 1.7612
O -3.1423 2.3778 1.5208
C -0.4535 4.1198 -1.6077
H 2.7911 0.2962 -1.4866
C 0.9322 0.6811 -0.4895
H -6.6725 -1.6304 -1.6631
H -0.7813 1.8062 1.2531
C 1.7187 0.3610 -1.6081
H -6.1176 0.2300 1.0046
O 5.4126 2.0481 1.0976
H -5.9722 -2.2491 1.5693
H 4.3326 -5.8541 -0.8905
H -2.7186 -1.8720 0.3737
C -2.5849 3.0267 -0.6382
H -0.6540 5.0951 -2.0419
C -2.6633 1.8152 0.3159
H 5.8768 -2.3654 3.0227
C 4.4091 -5.4307 0.1167
C -4.0129 -3.0431 1.0514
H -6.6917 0.1243 -0.6302
H -4.0898 -2.4516 -2.1420
H 6.3981 2.3199 -0.7173
H -4.6090 -1.1854 1.8212
H 9.1977 2.9132 0.2733
O -3.4989 0.8009 -0.2077
H -4.0748 1.5336 -2.5294
C 5.8892 0.7138 1.2314
H 7.8082 -2.9651 0.3438
H 7.7825 3.1942 1.3072
N -1.0259 4.4014 0.6871
H 7.5879 -0.3567 1.9403
H 7.3741 -3.8507 1.8139
C -5.0228 -1.9195 1.1331
H -5.1091 4.0564 -2.5063
H 4.1006 -4.3826 0.0923
H 1.0592 1.3184 1.5955
H -3.2548 0.4440 2.3157
C -1.3048 1.1556 0.5679
C 5.4301 2.5004 -0.2437
C -5.0391 -2.9637 -2.0199
H 5.2329 0.2069 1.9455
C -0.4656 0.7877 -0.6325
C 7.0088 -3.5310 0.8336
H -5.0858 -5.0072 -2.3018
N -2.8307 -2.8497 0.6561
N -5.1921 -1.2797 -0.1685
H -5.3992 2.2337 2.3156
O -5.4980 3.4596 -3.1501
H 2.0144 -0.0784 1.1741
H 6.3021 -4.4117 -0.9950
C -6.0704 2.3737 -2.4260
H 7.5795 -5.3227 -0.1730
H -3.4517 3.6442 -0.4028
C -5.7956 0.0450 -0.0193
H -3.8723 -4.5253 -1.3435
C 5.2509 -2.7885 2.2282
H -0.6353 3.3742 -2.3767
H -2.0775 0.5568 -2.0375
C 1.1629 0.1286 -2.8611
O 5.7243 -5.5771 0.6218
H -2.7532 1.7402 3.4008
H -5.3960 0.7877 3.2896
H -1.4975 0.2255 1.1073
C -5.0132 1.3231 -2.0311
H 7.3621 1.2239 2.7119
H 5.8246 0.1782 0.2808
C 8.6377 2.5379 1.1283
O 5.8962 -2.6587 0.9737
H -6.8162 1.9258 -3.0716
N -4.8441 -4.3569 -1.5688
H 4.6448 2.0030 -0.8252
H 2.5421 1.5127 0.6839
C -0.2185 0.1960 -2.9955
H -4.8691 2.3631 3.9637
C -1.0118 0.5180 -1.8913
H -1.7293 4.1643 1.3897
H -5.5388 -3.0065 -2.9856
C 1.6634 0.8863 0.8097
H -0.6970 0.0144 -3.9447
H 5.0277 -3.8322 2.4603
H 1.7774 -0.1025 -3.7161
H -2.6282 2.7174 -1.6709
H -4.2916 -4.0493 1.3381
C -4.8566 1.7103 3.0996
H -5.1293 2.0836 0.0118
H 0.5865 4.0294 -1.3185
```

Results of the Mulliken charge analysis, in e, for atoms 1 through 2: 0.1147, 0.2733

---

The following is a DFT calculation (wB97M-V/def2-TZVPD) of a 2-piece molecular cluster, C6H11NO4S2 overall.

Summary:
Lowest unoccupied orbital energy (spin up / spin down) = 0.45 / -2.90 eV
2S+1 = 3

XYZ file:
```
24
C6H11NO4S2 (wB97M-V/def2-TZVPD)
C 0.1022 4.2820 0.3811
H -2.3139 1.0818 -1.3247
H -0.2788 4.8767 -0.3804
H 0.0967 -4.2094 1.1309
N -1.1416 -2.9643 -0.8775
O 1.8520 1.6251 1.2974
C -1.6144 0.1798 -1.0559
S 0.7724 -1.2012 -1.1008
H -2.1858 -0.5971 -0.5349
O -0.6829 1.0317 1.8670
O 1.6586 -0.6194 -0.1259
C -0.1087 -2.6267 -0.3322
H -1.8371 -3.5146 -0.4130
H 1.8049 0.8243 0.7923
S 0.4126 2.0806 1.7940
H 0.2013 0.6289 -2.1833
C -0.3229 3.0150 0.4581
H 0.4584 -2.6726 1.7963
H 1.6162 -3.3920 0.7604
C 0.5104 -3.3015 0.8351
C -0.3743 0.0772 -1.3825
O 1.4033 -1.6686 -2.2948
H 1.0335 4.5713 0.9400
H -1.0623 2.4930 -0.0468
```

Results of the Mulliken charge analysis, in e, for atoms 1 through 2: -1.1271, 0.2754

---

The following is a DFT calculation (wB97M-V/def2-TZVPD) of C39H42N5O3SSc as an isolated structure.

Summary:
Lowest unoccupied orbital energy = 0.10 eV
2S+1 = 1

XYZ file:
```
91
C39H42N5O3SSc (wB97M-V/def2-TZVPD)
H -0.2215 6.7117 5.8728
H 4.7779 4.1217 -2.6903
H -1.2514 -4.4894 -0.8951
H 4.5443 -0.6857 -4.2772
H 0.5056 3.1529 2.7355
C -0.1280 4.8855 3.8377
C 3.1929 2.2501 -1.5107
H -1.4096 2.0032 -2.2864
H -4.0174 -1.8804 1.1402
H 5.9592 2.9221 -3.2346
C -1.6241 3.3961 2.7116
C 4.1188 2.1191 -2.4981
H -1.3212 -4.4631 0.8743
C -1.0953 -0.0895 3.2424
C 3.3110 -1.3153 -2.0193
C -1.1295 -2.1210 5.1956
H 3.3219 -5.1287 -1.5833
C -2.4653 -0.5662 -2.9440
H 1.8991 -4.3283 2.4804
Sc -0.1634 0.1572 0.2143
C -3.6466 -0.8794 -3.6082
C 4.8985 3.1714 -3.2037
C -3.0128 -2.3040 1.1692
H -0.5799 -3.1102 -0.0199
C -2.4903 5.2726 3.9150
H 5.4545 -1.4289 -1.9452
H -0.6016 7.7115 4.4759
C 1.1990 -2.4206 1.7567
C 4.5224 -3.3624 -1.7766
H 1.1741 -3.8968 -1.7175
C -1.2045 5.6600 4.2726
C -0.3295 3.7601 3.0613
C -0.6590 -0.4058 -4.6497
H 0.5426 -4.1916 4.5629
H 1.7563 -2.4714 0.8261
C 0.5264 -3.3927 3.8308
C 2.1005 -1.9918 -1.9610
C 4.5241 -1.9826 -1.9195
O -1.3112 2.2231 0.3921
H 3.6067 0.7064 -4.8614
H 5.4628 -3.8930 -1.7055
H -2.3141 -1.4701 1.2209
H -4.7939 -3.3854 -1.6874
O -3.3004 1.6693 1.7800
C -1.5637 0.4014 -3.7111
C -1.9071 0.0125 4.3434
C -4.5065 -1.8723 -3.1711
C -1.9186 -1.0123 5.3152
C -1.3845 -3.8413 -0.0243
C 1.2733 -3.4725 2.6900
C -4.1478 -2.5881 -2.0424
H -0.0666 0.2531 -5.2929
H 4.5476 3.2923 -4.2303
C -2.7421 -3.1411 -0.0839
N 3.2905 0.1055 -2.1365
H -2.5498 0.8756 4.4577
H 0.8794 5.1687 4.1198
C 3.3202 -4.0534 -1.7057
H -0.2989 2.1516 -3.6609
C -0.7479 1.4490 -2.9511
C -2.1265 -1.2519 -1.7398
H -2.5712 -0.9079 6.1725
H -2.9122 -2.9019 2.0809
H -2.2501 0.9801 -4.3371
H -3.7074 3.8311 2.8644
C 4.4484 0.3959 -4.2372
C -2.7088 4.1430 3.1379
H -3.4888 -3.9425 -0.1048
H -1.8857 7.2276 5.5815
H -3.8856 -0.3323 -4.5160
H -1.2450 -1.0754 -5.2811
C -0.9682 6.8935 5.0993
C -0.2916 -2.2638 4.0617
C 2.6567 0.9489 -1.2708
N 4.2558 0.8010 -2.8491
H -1.1431 -2.9014 5.9457
N -1.0287 -0.8942 -0.9949
C -0.2814 -1.2551 3.0853
H 1.1566 -1.4590 -1.9986
H -5.4256 -2.0882 -3.7008
O 1.8097 0.5272 -0.4575
H 5.3701 0.8417 -4.6007
H -3.3365 5.8587 4.2528
C 2.1154 -3.3681 -1.7880
H 2.9045 3.1500 -0.9968
N 0.4597 -1.3536 1.9410
H 0.0570 0.9872 -2.3808
C -2.9821 -2.3174 -1.3367
H 0.0282 -1.0222 -4.0643
S -1.8942 1.9565 1.7230
N -0.9352 0.8240 2.2195
```

Results of the Mulliken charge analysis, in e, for atoms 1 through 2: 0.3583, 0.3828